Record 1
Entry from OMol25: 2 unconnected molecules or ions with the total composition C3H12N3O at a distorted geometry (ωB97M-V/def2-TZVPD).

Calculated values
LUMO level (eV): -2.8
Total charge: +1
Molar mass (g mol⁻¹): 106.15
E_tot (eV): -9817.6058

Geometry as XYZ:
```
19
C3H12N3O | OMol25 | ωB97M-V/def2-TZVPD
C -0.46 -2.11 -1.01
C -0.61 -0.59 0.95
N -0.60 -0.82 -0.36
N -0.60 -1.72 1.69
N -0.73 0.59 1.53
H -0.51 -0.07 -1.02
H 0.19 -1.98 -1.88
H -1.44 -2.45 -1.35
H -1.08 -2.53 1.33
H -0.45 -1.70 2.68
H -0.59 1.41 0.98
H -0.61 0.68 2.52
H 0.05 -2.89 -0.44
C 1.07 2.62 -1.11
O 1.25 1.39 -0.39
H 2.17 1.27 -0.24
H 0.04 2.94 -0.89
H 1.23 2.49 -2.18
H 1.70 3.45 -0.80
```

Atom-resolved charges from Löwdin, all expressed in e: C -0.041; C -0.425; N 0.047; N 0.187; N 0.230; H 0.139; H 0.101; H 0.103; H 0.118; H 0.129; H 0.106; H 0.138; H 0.094; C -0.122; O -0.135; H 0.076; H 0.081; H 0.085; H 0.089



Record 2
Entry from OMol25: a molecular structure, C3H12N3O2PSi at a distorted geometry (ωB97M-V/def2-TZVPD).

Calculated values
LUMO level (eV): 0.6
Molar mass (g mol⁻¹): 181.21
E_tot (eV): -29038.7577

Geometry as XYZ:
```
22
C3H12N3O2PSi | OMol25 | ωB97M-V/def2-TZVPD
C -0.24 2.06 0.77
C 1.76 0.36 -1.81
C 2.09 -0.89 1.05
N -1.31 -1.46 -1.23
N -0.36 0.42 0.26
N -2.63 -0.84 1.05
O -2.83 0.79 -0.87
O 0.01 -1.75 -0.93
Si 0.95 -0.52 -0.44
P -1.86 -0.10 -0.22
H -1.23 2.61 0.36
H -0.11 1.93 1.91
H 0.71 2.44 0.29
H 2.53 -0.24 -2.31
H 1.01 0.63 -2.54
H 2.28 1.16 -1.29
H 1.49 -1.37 1.77
H 2.96 -1.47 0.80
H 2.31 0.09 1.47
H -1.89 -2.15 -0.89
H -3.49 -0.53 0.98
H -2.18 -1.17 1.83
```

Atom-resolved charges from Löwdin, all expressed in e: C -0.011; C -0.143; C -0.130; N -0.121; N -0.247; N -0.001; O -0.311; O -0.250; Si 0.324; P 0.423; H 0.102; H 0.078; H 0.052; H 0.047; H 0.037; H 0.031; H 0.009; H 0.022; H 0.028; H 0.038; H -0.014; H 0.035



Record 3
Entry from OMol25: 2 unconnected molecules or ions with the total composition C3H12N3S2 at a distorted geometry (ωB97M-V/def2-TZVPD).

Calculated values
LUMO level (eV): -3.3
Total charge: +1
Molar mass (g mol⁻¹): 154.28
E_tot (eV): -29440.9627

Geometry as XYZ:
```
20
C3H12N3S2 | OMol25 | ωB97M-V/def2-TZVPD
N -0.22 2.05 0.47
C 0.95 2.24 -0.09
N 1.81 1.21 -0.26
N 1.28 3.48 -0.56
H -0.83 2.84 0.61
H -0.48 1.09 0.74
H 2.44 1.22 -1.07
H 1.28 0.33 -0.33
H 2.11 3.50 -1.20
H 0.56 4.20 -0.74
C -0.08 -2.43 2.52
C 0.11 -2.09 1.04
S -1.22 -1.04 0.26
S -0.75 -1.14 -1.80
H -1.02 -2.98 2.70
H -0.15 -1.46 3.11
H 0.82 -2.97 2.90
H 0.20 -2.97 0.45
H 1.00 -1.48 0.92
H -0.38 0.11 -1.91
```

Atom-resolved charges from Löwdin, all expressed in e: N 0.199; C -0.481; N 0.185; N 0.181; H 0.147; H 0.023; H 0.144; H 0.064; H 0.149; H 0.141; C -0.143; C -0.574; S 0.455; S 0.414; H 0.081; H 0.087; H 0.092; H 0.050; H 0.040; H -0.254



Record 4
Entry from OMol25: 3 unconnected molecules or ions with the total composition C3H12N4 at a distorted geometry (ωB97M-V/def2-TZVPD).

Calculated values
LUMO level (eV): 1.0
Molar mass (g mol⁻¹): 104.16
E_tot (eV): -9264.8833

Geometry as XYZ:
```
19
C3H12N4 | OMol25 | ωB97M-V/def2-TZVPD
C 2.08 -0.11 -0.21
N 2.17 0.43 0.93
N 1.28 0.25 -1.24
C 0.29 -2.61 1.15
N -0.22 -1.50 0.90
H 2.75 -0.94 -0.42
H 0.50 0.89 -1.04
H -0.05 -0.79 1.62
H 1.53 1.21 1.05
H 1.15 -0.38 -2.01
H 0.87 -2.88 2.04
H 0.15 -3.40 0.41
C -2.14 0.97 -0.58
N -1.02 1.89 -0.41
H -1.24 2.80 -0.80
H -0.83 2.02 0.57
H -3.06 1.29 -0.07
H -2.36 0.88 -1.65
H -1.85 -0.01 -0.20
```

Atom-resolved charges from Löwdin, all expressed in e: C -0.447; N 0.035; N 0.079; C -0.140; N 0.016; H 0.102; H 0.030; H 0.045; H 0.019; H 0.082; H 0.071; H 0.058; C -0.182; N -0.085; H 0.074; H 0.067; H 0.068; H 0.072; H 0.036



Record 5
Entry from OMol25: C3H12N4 in the gas phase at a distorted geometry (ωB97M-V/def2-TZVPD).

Calculated values
LUMO level (eV): 1.1
Molar mass (g mol⁻¹): 104.16
E_tot (eV): -9264.1598

Geometry as XYZ:
```
19
C3H12N4 | OMol25 | ωB97M-V/def2-TZVPD
C 0.24 -0.24 0.24
C 0.45 -1.04 -1.05
C 1.04 1.06 0.33
N -1.30 -0.03 0.32
N -1.80 0.07 1.64
N -1.74 1.10 -0.40
N 1.89 -1.44 -1.05
H 0.51 -0.88 1.09
H -2.07 -0.87 1.96
H -1.10 0.40 2.30
H -2.74 1.00 -0.58
H -1.69 1.93 0.20
H 2.02 -2.20 -1.73
H 2.47 -0.67 -1.37
H -0.15 -1.95 -1.04
H 0.24 -0.44 -1.94
H 2.10 0.86 0.52
H 0.98 1.64 -0.60
H 0.67 1.70 1.14
```

Atom-resolved charges from Löwdin, all expressed in e: C -0.338; C -0.244; C -0.079; N -0.290; N 0.006; N 0.010; N -0.019; H 0.129; H 0.075; H 0.064; H 0.077; H 0.065; H 0.059; H 0.057; H 0.109; H 0.105; H 0.072; H 0.075; H 0.067



Record 6
Entry from OMol25: 2 unconnected molecules or ions with the total composition C3H12N4 at a distorted geometry (ωB97M-V/def2-TZVPD).

Calculated values
LUMO level (eV): -7.0
Total charge: +2
Molar mass (g mol⁻¹): 104.16
E_tot (eV): -9247.3104

Geometry as XYZ:
```
19
C3H12N4 | OMol25 | ωB97M-V/def2-TZVPD
C -0.60 0.36 0.65
C 0.52 0.68 -0.02
C -1.76 -0.56 0.46
N 3.90 -0.25 0.21
N -1.92 -1.48 -0.46
N 1.59 1.19 -0.27
N -2.95 0.63 -0.26
H -0.66 1.08 1.47
H -2.30 -0.85 1.28
H 3.09 0.32 -0.04
H 3.63 -1.27 0.31
H -2.42 -2.37 -0.30
H -1.44 -1.48 -1.44
H 4.72 -0.42 -0.52
H 1.83 1.88 -1.06
H 4.17 -0.03 1.10
H -3.93 0.38 -0.33
H -2.77 1.39 0.38
H -2.71 0.82 -1.15
```

Atom-resolved charges from Löwdin, all expressed in e: C -0.020; C -0.102; C -0.256; N 0.287; N 0.071; N 0.142; N 0.197; H 0.139; H 0.132; H 0.040; H 0.182; H 0.152; H 0.181; H 0.232; H 0.182; H 0.101; H 0.143; H 0.118; H 0.081



Record 7
Entry from OMol25: 2 unconnected molecules or ions with the total composition C3H12N4O at a distorted geometry (ωB97M-V/def2-TZVPD).

Calculated values
LUMO level (spin up / spin down) (eV): 0.0 / 0.0
Molar mass (g mol⁻¹): 120.16
E_tot (eV): -11310.2232

Geometry as XYZ:
```
20
C3H12N4O | OMol25 | ωB97M-V/def2-TZVPD
C 1.68 -0.53 0.16
N 2.63 -0.49 1.24
N 2.39 -1.04 -0.99
H 2.89 -1.45 1.47
H 2.16 -0.13 2.06
H 1.72 -1.39 -1.67
H 2.96 -1.85 -0.75
H 1.42 0.51 -0.07
H -0.30 0.91 0.07
C -1.65 0.85 -1.56
C -2.31 1.02 0.76
N -1.29 0.60 -0.18
N 0.42 -1.50 0.50
O 0.22 -1.62 1.70
H -0.84 0.50 -2.21
H -2.42 2.11 0.78
H -1.79 1.91 -1.76
H -2.57 0.32 -1.83
H -3.28 0.58 0.52
H -2.03 0.68 1.77
```

Atom-resolved charges from Löwdin, all expressed in e: C -0.484; N 0.045; N 0.046; H 0.073; H 0.070; H 0.068; H 0.071; H 0.114; H 0.094; C -0.147; C -0.145; N -0.215; N 0.011; O -0.046; H 0.071; H 0.071; H 0.070; H 0.080; H 0.080; H 0.073



Record 8
Entry from OMol25: 2 unconnected molecules or ions with the total composition C3H12N4O at a distorted geometry (ωB97M-V/def2-TZVPD).

Calculated values
LUMO level (eV): 0.9
Molar mass (g mol⁻¹): 120.16
E_tot (eV): -11312.7270

Geometry as XYZ:
```
20
C3H12N4O | OMol25 | ωB97M-V/def2-TZVPD
C -0.44 -0.75 -0.40
C -0.37 1.47 0.61
C -1.82 1.95 0.56
N 1.54 -1.81 0.16
N -0.03 0.57 -0.48
N -0.64 -1.34 -1.65
N 2.51 -0.80 0.56
O -0.95 -1.25 0.63
H 0.73 -1.92 0.88
H 2.06 -2.67 -0.03
H -0.11 0.99 -1.40
H -0.88 -2.32 -1.58
H 0.04 -1.13 -2.36
H 2.82 -0.36 -0.31
H 1.98 -0.08 1.03
H -0.20 0.93 1.54
H 0.32 2.32 0.58
H -2.03 2.62 1.39
H -2.49 1.09 0.62
H -2.02 2.49 -0.36
```

Atom-resolved charges from Löwdin, all expressed in e: C -0.641; C -0.260; C -0.082; N -0.105; N 0.027; N 0.134; N -0.060; O -0.036; H 0.097; H 0.074; H 0.130; H 0.099; H 0.090; H 0.058; H 0.040; H 0.110; H 0.111; H 0.072; H 0.073; H 0.070



> What is the E_tot in the sixth record?

-9247.3104 eV